1.
The following is a DFT calculation (the ωB97M-V functional and the def2-TZVPD basis) of an isolated molecule of C5H6O2 at a distorted geometry.

Properties
DFT total energy	-344.37227	a.u.
LUMO energy	-0.36	eV
Kohn-Sham gap	0.3154	hartree
2S+1	1
relative energy (zero: lowest compared OMol25 entry of this formula, charge and spin)	602.9	kJ/mol

```
13
Properties=species:S:1:pos:R:3:forces:R:3
O -2.479 -0.670 0.149 0.77 -0.26 -0.26
C -1.361 -1.127 0.087 -0.22 -0.05 0.10
C -0.128 -0.294 -0.031 0.40 -0.21 0.87
C 0.139 2.061 0.837 0.24 -0.18 -0.27
C -0.314 1.203 -0.265 0.12 0.06 0.75
C 1.200 -0.771 -0.443 0.60 -0.02 -1.35
O 2.156 -0.019 -0.434 -0.16 -0.65 -0.55
H -1.166 -2.201 0.255 -0.13 -0.16 -0.16
H 0.935 1.412 1.276 -0.16 0.55 0.21
H 0.515 -0.755 0.938 -2.13 1.60 0.04
H 0.516 1.510 -0.957 -0.09 0.10 0.22
H -1.258 1.495 -0.758 0.30 -0.42 0.38
H 1.245 -1.844 -0.655 0.45 -0.36 0.01
```
Forces are in eV/Å.

2.
The following is a DFT calculation (the ωB97M-V functional and the def2-TZVPD basis) of a cluster of 13 separate species, C55H135BN9O26 in total at a distorted geometry.

Properties
DFT total energy	-4650.02746	a.u.
LUMO energy	1.64	eV
Kohn-Sham gap	0.3237	hartree
2S+1	1
net charge	-1

```
226
Properties=species:S:1:pos:R:3:forces:R:3
O 0.946 1.276 4.486 0.19 0.50 -3.42
C 1.003 1.416 3.257 -0.61 -0.93 1.23
O 0.025 1.152 2.372 -0.14 -0.11 1.06
B 0.404 1.449 0.984 0.73 -0.15 0.46
O 1.819 1.906 1.112 -0.77 -0.25 -1.00
C 2.193 1.898 2.357 -1.68 0.36 0.72
O 3.191 2.355 2.772 2.39 0.50 0.99
O -0.485 2.438 0.388 -1.03 0.42 -1.62
C -0.960 1.996 -0.808 -0.64 1.15 -1.44
O -1.645 2.559 -1.679 2.01 -1.21 3.29
C -0.389 0.571 -0.971 -1.09 -2.00 -2.78
O 0.361 0.278 0.091 -0.71 -0.12 -1.04
O -0.667 -0.132 -1.973 1.35 1.85 3.54
C 0.188 5.574 8.378 -0.36 -0.49 -1.57
O -0.407 4.537 9.130 0.54 0.01 1.25
H 0.739 6.318 8.953 -0.69 -0.15 0.58
H 0.932 5.223 7.662 0.18 -0.49 -0.02
H -0.599 5.986 7.746 0.12 0.82 0.13
H -0.943 3.941 8.602 0.22 0.28 -0.37
C 9.979 0.838 5.152 -1.48 1.03 0.83
O 9.345 1.150 3.883 1.38 -0.64 0.59
H 9.311 0.998 5.998 -0.75 -0.17 -0.12
H 10.320 -0.184 5.321 0.14 -0.04 -0.95
H 10.730 1.562 5.468 0.61 -0.04 -0.94
H 8.433 1.443 3.950 0.08 -0.13 0.58
C -5.984 2.624 -8.342 0.76 1.11 -0.93
O -5.926 2.454 -6.958 -0.64 -0.53 0.57
H -5.725 1.766 -8.962 -0.01 -0.50 0.40
H -6.949 2.991 -8.690 -0.30 -0.20 0.47
H -5.289 3.407 -8.644 0.17 0.15 -0.16
H -5.091 2.741 -6.579 0.03 -0.03 -0.33
C 4.860 -1.851 10.351 -0.79 0.04 -0.88
O 4.475 -2.557 11.494 -1.22 0.27 1.23
C 3.090 -2.425 11.925 -0.52 -2.24 -0.39
C 2.785 -3.510 13.028 1.89 1.10 0.36
N 3.242 -3.035 14.356 0.08 -0.11 0.44
C 4.657 -2.681 14.551 0.56 -1.03 -0.52
C 5.706 -3.763 14.140 0.72 -0.63 0.38
O 5.400 -5.123 14.529 -0.15 -0.08 -0.98
C 6.257 -6.101 13.886 -0.41 1.07 0.40
H 5.909 -2.059 10.142 -0.03 0.22 0.28
H 4.625 -0.787 10.367 0.41 0.31 0.54
H 4.290 -2.177 9.481 -0.10 -0.44 -0.25
H 2.382 -2.680 11.136 0.37 -0.38 -0.84
H 2.689 -1.438 12.154 0.98 0.43 0.76
H 3.318 -4.452 12.905 0.27 -0.01 -1.18
H 1.743 -3.826 13.073 -0.19 0.72 0.03
H 3.280 -3.862 14.934 -1.03 -0.33 0.31
H 4.727 -2.535 15.629 0.19 0.27 -0.03
H 4.979 -1.785 14.020 -0.26 0.15 0.08
H 6.655 -3.612 14.655 0.20 0.88 0.12
H 5.950 -3.714 13.079 -0.44 -0.08 -0.21
H 7.295 -6.051 14.216 0.03 -0.14 0.95
H 6.435 -5.907 12.829 -0.93 -0.01 -0.42
H 5.781 -7.061 14.086 0.35 0.03 -0.19
C 0.150 -16.780 1.910 0.37 -0.99 -0.79
O 0.717 -15.825 2.717 0.92 1.00 -0.03
C 0.737 -14.501 2.175 -1.73 -0.72 1.13
C 1.095 -13.665 3.357 1.59 1.67 -1.71
N 0.952 -12.257 2.981 -1.98 0.26 1.11
C 1.229 -11.371 4.103 -0.57 0.34 -1.00
C 0.546 -9.996 3.842 2.75 0.29 0.60
O 1.387 -9.271 2.901 -0.70 0.43 -0.36
C 0.995 -7.879 2.831 -0.66 -0.82 0.03
H 0.605 -16.769 0.920 -0.02 0.02 -0.36
H -0.930 -16.689 1.790 -0.23 0.09 0.14
H 0.419 -17.745 2.341 -0.34 -0.09 0.06
H -0.272 -14.283 1.823 -0.20 0.22 -0.11
H 1.420 -14.245 1.365 0.35 -0.80 -0.24
H 2.167 -13.849 3.425 0.34 -0.44 1.07
H 0.573 -13.886 4.288 -0.11 0.00 -0.33
H 1.424 -11.865 2.179 0.24 -0.81 -0.20
H 2.317 -11.401 4.143 0.25 1.16 0.80
H 0.842 -11.790 5.032 -0.16 -0.06 -0.05
H 0.623 -9.362 4.725 -0.45 -0.29 0.56
H -0.499 -10.131 3.564 0.07 0.05 -0.45
H 1.296 -7.372 1.915 0.22 -0.60 -0.17
H 1.365 -7.260 3.648 0.20 -0.32 0.37
H -0.094 -7.882 2.873 -0.15 0.43 -0.08
C -3.947 -3.163 7.252 -0.65 0.92 -0.30
O -4.669 -2.622 8.337 -0.66 0.09 -0.61
C -5.380 -3.545 9.129 0.87 -1.19 -0.07
C -6.249 -4.724 8.540 -0.15 1.76 0.91
N -7.544 -4.208 8.032 1.48 -0.39 -0.82
C -7.246 -3.224 6.956 -0.65 -0.22 0.02
C -8.453 -2.715 6.188 0.33 -0.59 0.14
O -9.269 -1.801 6.882 -0.28 1.03 0.18
C -10.034 -2.313 7.985 1.75 -0.88 -0.89
H -4.525 -3.911 6.708 0.30 -0.49 0.29
H -2.951 -3.480 7.559 0.02 -0.24 -0.19
H -3.924 -2.333 6.546 0.69 0.01 -0.06
H -6.021 -2.928 9.758 0.02 -0.19 0.19
H -4.590 -4.033 9.700 -0.13 -0.26 0.78
H -6.395 -5.326 9.436 -0.40 -0.13 0.03
H -5.717 -5.392 7.863 -0.15 0.35 -0.42
H -8.019 -3.783 8.816 0.24 0.04 -0.04
H -6.574 -3.707 6.246 -0.30 -0.48 -0.21
H -6.651 -2.342 7.194 -0.16 0.14 0.88
H -9.046 -3.532 5.777 -0.19 -0.30 0.10
H -7.974 -2.226 5.339 -0.55 0.57 -0.10
H -10.700 -3.081 7.591 -0.68 0.25 0.26
H -10.464 -1.505 8.577 -0.21 -0.07 -0.53
H -9.322 -2.858 8.604 -0.55 0.27 0.47
C -4.072 6.637 1.641 0.20 0.92 0.61
O -5.298 7.266 1.179 0.59 -0.74 0.43
C -6.228 7.510 2.226 0.68 -2.16 2.12
C -6.431 6.232 3.182 -0.65 -0.11 -2.00
N -7.018 5.109 2.390 0.19 -0.31 0.76
C -7.061 3.869 3.176 1.37 -1.33 1.50
C -5.717 2.966 3.132 -1.08 1.68 1.32
O -5.514 2.463 1.900 -0.21 -2.94 -2.88
C -5.147 1.052 1.769 0.32 0.99 -0.41
H -3.832 6.987 2.645 0.03 0.45 0.11
H -3.217 6.903 1.019 -0.44 0.24 -0.37
H -4.002 5.558 1.774 -0.94 -0.34 -0.58
H -7.170 7.900 1.840 0.16 -0.38 -0.27
H -5.865 8.191 2.996 0.50 0.85 -0.39
H -7.045 6.532 4.031 -0.34 -0.12 -0.15
H -5.506 5.821 3.585 0.43 0.77 0.23
H -6.272 4.896 1.743 -0.19 0.24 -0.92
H -7.913 3.207 3.028 -0.08 0.12 -0.92
H -7.187 4.084 4.238 0.10 0.48 0.25
H -5.698 2.170 3.877 -0.43 0.10 0.41
H -4.841 3.592 3.300 0.05 0.52 0.75
H -5.032 0.905 0.695 0.44 0.11 0.14
H -5.816 0.245 2.068 -1.03 0.65 0.48
H -4.236 0.835 2.326 0.37 0.29 -0.23
C 12.496 4.482 0.076 -0.10 0.02 0.51
O 12.148 4.738 -1.218 -0.08 0.86 -2.46
C 11.721 6.049 -1.589 -1.44 -1.92 0.72
C 10.202 6.273 -1.143 1.90 0.41 -1.60
N 9.793 7.515 -1.847 1.29 -0.58 -0.53
C 8.641 8.146 -1.310 -0.85 -0.18 1.77
C 7.391 7.450 -1.758 -1.10 -1.16 0.54
O 6.266 7.912 -1.017 0.60 0.67 -0.91
C 5.028 7.245 -1.198 0.44 0.31 1.02
H 13.393 3.867 0.001 -0.20 -0.41 0.66
H 11.604 4.013 0.491 0.51 -0.38 1.01
H 12.757 5.395 0.611 -0.03 0.14 0.32
H 11.847 5.983 -2.669 -0.30 0.80 0.03
H 12.378 6.773 -1.107 0.01 0.39 -0.15
H 10.196 6.264 -0.053 -0.22 0.65 0.37
H 9.593 5.416 -1.430 0.11 0.08 -0.37
H 10.542 8.183 -1.731 0.34 -0.08 -0.22
H 8.572 9.229 -1.415 0.25 -0.03 -0.63
H 8.784 7.984 -0.241 -0.97 0.35 0.67
H 7.460 6.387 -1.529 0.41 -0.38 0.12
H 7.271 7.442 -2.841 -0.23 0.68 -0.26
H 5.063 6.254 -0.747 0.03 -0.26 -0.05
H 4.656 7.152 -2.219 0.20 0.31 -0.19
H 4.391 7.872 -0.574 -0.56 -0.30 -0.35
C 4.400 2.062 -14.831 -0.15 0.87 -0.29
O 4.202 1.080 -13.859 -0.49 -0.69 0.01
C 2.845 0.830 -13.403 0.66 2.03 0.02
C 2.478 1.910 -12.305 0.12 -1.61 1.29
N 1.212 1.645 -11.599 -0.83 -0.68 -1.44
C 0.956 2.271 -10.313 -0.19 -0.23 -1.70
C 1.960 1.892 -9.268 1.46 1.08 1.40
O 3.150 2.761 -9.230 -1.57 -1.37 0.13
C 2.886 4.100 -8.882 0.84 -0.44 0.43
H 4.404 3.063 -14.401 -0.10 0.22 0.17
H 3.673 2.075 -15.644 -0.51 -0.30 0.06
H 5.354 1.966 -15.349 0.22 -0.51 0.42
H 2.905 -0.202 -13.059 -0.40 0.23 0.42
H 2.139 0.918 -14.229 -0.02 -0.19 -0.23
H 2.469 2.947 -12.642 0.07 -0.13 -0.50
H 3.265 1.812 -11.557 0.56 0.28 -0.15
H 1.002 0.658 -11.546 0.23 -0.09 -0.08
H -0.075 2.052 -10.034 0.07 -0.65 0.27
H 0.814 3.317 -10.584 0.84 0.55 0.79
H 2.409 0.899 -9.307 -0.26 -0.14 -0.99
H 1.493 1.827 -8.286 -0.11 0.70 0.40
H 2.028 4.248 -8.226 -0.51 -0.14 -0.40
H 2.868 4.677 -9.806 -0.18 0.53 0.33
H 3.722 4.339 -8.223 0.24 0.67 -0.36
C 5.317 0.571 -3.690 -1.26 0.09 2.05
C 5.552 -0.840 -4.229 1.81 1.72 -0.53
C 4.552 -1.893 -3.898 -1.28 -0.42 -0.31
O 5.001 -3.177 -4.332 -0.81 -1.02 0.82
C 4.043 -4.238 -4.075 0.25 -0.26 -0.88
N 5.648 -0.643 -5.675 -0.02 -0.11 -0.99
H 5.262 0.545 -2.601 -0.07 0.13 0.27
H 4.367 1.004 -4.004 -0.48 -0.45 -0.13
H 5.975 1.410 -3.912 0.88 -0.75 -0.44
H 6.535 -1.155 -3.880 0.08 -0.27 0.07
H 3.651 -1.650 -4.461 -0.38 0.06 -0.18
H 4.226 -1.894 -2.858 0.41 -0.04 0.33
H 3.020 -4.018 -4.380 -0.07 0.71 0.16
H 4.006 -4.721 -3.098 0.32 0.95 0.71
H 4.258 -5.118 -4.681 0.69 0.32 -0.54
H 4.969 0.082 -5.860 -0.92 -0.24 -0.44
H 6.449 -0.055 -5.857 0.84 -0.40 0.04
C -3.092 -1.421 -14.623 0.47 0.37 0.52
C -2.461 -2.792 -14.286 -0.71 -1.51 1.30
C -2.901 -3.500 -12.904 0.37 0.69 -1.06
O -2.236 -2.882 -11.786 -1.04 -0.46 -1.12
C -2.793 -3.366 -10.579 -0.05 0.92 0.08
N -2.699 -3.706 -15.431 0.08 -0.55 0.27
H -3.728 -0.980 -13.855 0.09 -0.33 0.39
H -3.703 -1.419 -15.525 0.20 -0.52 -0.04
H -2.305 -0.683 -14.781 0.07 0.02 -0.09
H -1.390 -2.819 -14.089 0.16 0.96 -0.47
H -2.679 -4.566 -12.960 0.96 -0.24 -0.12
H -3.980 -3.602 -12.787 -0.48 1.02 0.23
H -2.395 -4.351 -10.335 -0.16 -0.08 0.16
H -3.881 -3.343 -10.640 -0.19 -0.49 -0.07
H -2.583 -2.626 -9.807 0.48 -0.26 0.13
H -1.903 -4.310 -15.579 0.66 0.32 -0.14
H -3.349 -4.428 -15.153 -0.87 0.16 0.02
C -8.140 7.925 -4.462 -1.13 1.29 0.98
C -9.509 7.688 -3.742 -0.93 2.33 -1.41
C -10.666 8.751 -4.072 0.45 -0.47 0.54
O -12.032 8.272 -3.889 1.09 0.22 -0.41
C -13.018 9.277 -4.110 0.33 -0.25 0.11
N -9.929 6.430 -4.245 -0.09 -1.76 0.90
H -8.321 7.843 -5.534 0.30 0.07 -0.02
H -7.474 7.142 -4.101 0.15 0.11 -0.18
H -7.728 8.900 -4.202 0.31 0.06 -0.21
H -9.352 7.802 -2.669 -0.13 -0.94 0.14
H -10.520 9.112 -5.090 -0.17 0.09 -0.27
H -10.479 9.561 -3.368 -0.20 0.46 -0.11
H -12.857 10.120 -3.438 -0.13 0.11 0.18
H -14.005 8.839 -3.958 0.18 -0.17 0.42
H -13.074 9.672 -5.124 0.55 -0.05 -0.36
H -9.056 5.931 -4.148 -0.23 -1.25 -0.04
H -10.016 6.504 -5.248 -0.36 0.15 -0.25
```
Forces are in eV/Å.

> Which value of LUMO energy does entry 1 give?

-0.36 eV

> Which of these has the highest DFT total energy?

C5H6O2